# C6H12BClO5

One molecule with the formula C6H12BClO5 (ωB97M-V with the def2-TZVPD basis set, the Open Molecules 2025 dataset).

Calculated values
Charge: 0
Molar mass in Da: 210.42
Electronic energy in eV: -29854.7076
Structure (SMILES): CCOB(O)OC(=O)O[C@H](Cl)CC
Lowest unoccupied orbital energy in Eh: 0.01384

CARTESIAN COORDINATES (ANGSTROEM)
C: -2.59554 2.88519 -0.88147
C: -1.33855 2.06989 -1.44768
O: -0.39556 1.65408 -0.41052
B: 0.83458 1.25571 -1.03192
O: 0.80360 0.65582 -2.34811
O: 2.15107 1.38211 -0.41258
C: 2.44087 0.10965 0.18193
O: 3.59657 -0.32014 0.10688
O: 1.35733 -0.49698 0.84594
C: 1.69809 -1.79042 1.38335
Cl: 2.02512 -3.06064 0.06725
C: 0.36388 -2.31290 2.14883
C: -0.82945 -2.42184 1.06490
H: -3.54523 2.54642 -1.44001
H: -2.51871 4.01223 -1.08855
H: -2.76934 2.71819 0.23656
H: -0.77813 2.75532 -2.16508
H: -1.72421 1.18796 -2.05251
H: 1.49477 1.15614 -2.84977
H: 2.55116 -1.77477 2.13975
H: 0.04866 -1.55156 2.95369
H: 0.59683 -3.34024 2.61189
H: -1.14694 -3.50506 0.85570
H: -0.57983 -1.96180 0.05668
H: -1.74104 -1.85235 1.47486